No. 1
The following is a DFT calculation (ωB97M-V/def2-TZVPD) of 9 unconnected molecules or ions with the total composition C60H60N9O33S.

- Largest force on an atom: 4.2 eV/Å
- HOMO-LUMO gap: 7.1 eV
- Net charge: +1
- LUMO energy: -3.59 eV
- E_HOMO: -10.70 eV

The geometry in XYZ format:
```
163
C60H60N9O33S ωB97M-V/def2-TZVPD
H -5.859 8.882 1.858
C 0.690 6.502 4.953
H 4.144 1.305 0.637
C 0.268 -5.633 -8.367
O -1.232 5.704 3.865
O -2.129 -6.471 -5.053
H -2.380 1.224 11.369
H -1.001 6.895 5.634
C -4.292 10.113 5.035
C -1.429 -6.217 -6.159
H -6.406 -2.316 -5.065
C -2.982 3.209 3.698
H 6.637 -2.598 -0.658
C 5.948 -3.165 -5.987
O -2.135 1.493 -4.010
C 5.196 -4.439 4.930
H 6.376 -6.411 5.071
C -0.004 -5.802 -5.962
O -2.657 3.386 0.162
O 4.974 -3.038 1.104
C 5.074 -3.487 2.238
H 3.822 4.844 2.201
O -6.454 -1.525 -5.635
H 2.674 -0.269 -0.672
H -2.723 8.619 7.260
H 2.219 1.407 -0.848
C -3.101 3.670 2.448
C -5.431 -0.749 -5.270
C -3.409 -0.460 -3.763
C 2.027 6.571 4.997
O -3.299 0.944 11.540
H -0.988 2.391 -3.701
N 3.458 -2.720 -3.975
H 1.476 1.121 -4.376
N -0.145 2.965 -3.756
C -1.765 1.716 1.556
C 4.512 -3.183 4.629
C -1.968 -6.315 -7.382
H -3.406 3.728 4.546
C 2.512 -2.431 -4.864
H 0.272 4.612 2.024
H 4.607 -3.083 -1.773
H 1.839 -5.250 -6.988
O -5.498 8.035 2.187
C -3.620 7.747 5.319
O -1.796 -5.716 -2.450
N 1.966 -1.303 -4.450
C -4.888 8.326 3.338
O 0.429 -5.709 -4.825
O -5.482 10.573 3.058
O -4.822 -2.341 -3.662
O 5.268 -4.901 6.049
C 5.776 -4.724 2.536
C -2.508 2.940 1.287
N 0.019 2.192 -1.502
C -5.196 0.432 -5.853
C 2.765 0.598 -1.356
N 4.161 1.029 -1.474
C -4.556 -1.269 -4.172
H -0.846 -3.936 -1.905
H -3.503 -2.260 -0.229
O -3.756 4.803 2.179
H -0.386 1.258 -1.506
O -0.966 0.137 3.083
H 2.476 -4.847 -3.555
H 4.301 -1.563 -0.971
O -3.813 2.336 -5.913
H -2.996 -6.609 -7.537
H -2.774 -0.854 -2.981
S 8.664 -2.039 -1.947
C -5.052 0.151 10.210
O 0.976 -5.395 -9.469
H 3.936 -1.490 2.095
C -2.872 0.714 9.178
O -3.032 6.933 6.015
H -4.340 11.147 5.345
O -6.238 -5.864 -0.954
H -6.036 -0.781 6.712
N 3.496 -1.820 -2.988
C -4.035 -5.892 -1.733
H 6.234 -5.249 1.710
C -5.050 -5.282 -1.104
H 9.348 -3.117 -1.472
H 5.592 -2.381 -6.675
O 2.905 4.643 1.929
H 6.682 -3.816 -6.480
H 3.779 -5.977 -4.165
C -3.370 0.314 7.866
C 4.746 -3.987 -5.495
C -3.796 0.591 10.351
C 0.787 2.340 -2.766
C 3.556 -5.054 -3.626
C -3.680 9.176 5.767
O 3.837 -1.585 3.060
C -4.273 7.389 4.069
H -2.690 0.391 7.031
O -5.851 -3.379 0.010
O -5.114 -0.507 6.540
C -1.167 -6.022 -8.565
O -1.386 -3.286 -1.416
O -3.090 9.462 6.932
C 0.805 -5.530 -7.143
C -4.926 9.760 3.769
C -1.642 1.254 2.804
O -2.134 1.503 5.080
H -5.729 0.060 11.048
O -6.693 -0.619 8.707
H 4.280 2.816 -0.363
H 0.239 0.297 -3.455
C 2.539 -0.899 -3.297
C -3.602 -3.247 -0.659
H -1.030 0.024 4.052
O 6.475 -6.304 4.104
C 4.500 -2.000 -1.948
C 0.794 5.130 2.818
H 0.360 -5.537 -10.215
H 4.066 -2.649 5.456
H -1.325 1.208 0.709
C -4.623 -0.129 7.727
C -2.752 -5.221 -1.874
H 6.477 -2.646 -5.174
C -2.595 -3.858 -1.282
H 5.983 -1.686 -3.461
C 5.939 -1.525 -2.372
C 2.834 5.923 3.971
C 6.926 -2.530 -1.722
H -1.510 -6.329 -4.303
N 1.886 3.274 -2.624
C 5.840 -5.179 3.796
H 2.551 7.100 5.780
C -4.066 1.250 -5.430
N 4.248 -3.849 -4.148
H -3.704 4.920 1.212
O -1.607 -6.081 -9.696
O 4.051 5.942 3.970
H -5.821 0.819 -6.646
O 4.266 -4.735 -6.260
H 3.890 -5.185 -2.578
H -0.779 2.821 -1.491
H 6.131 -0.487 -2.087
C -3.175 0.718 -4.350
C 2.127 5.205 2.865
C 4.590 1.757 -0.260
H -0.394 3.875 -3.371
H 4.239 1.681 -2.251
H -4.128 -6.884 -2.152
H 5.687 1.745 -0.170
C -4.902 -3.904 -0.535
C -0.018 5.760 3.859
H 2.679 3.054 -3.214
H 6.736 -3.536 -2.139
O -1.745 1.137 9.358
N 2.195 0.195 -2.625
C -5.556 -0.227 8.894
C -2.260 1.971 3.965
H -6.792 -5.219 -0.473
H -4.236 6.353 3.766
C 1.117 0.954 -3.346
C 4.453 -2.733 3.373
O -0.072 7.086 5.877
H -2.203 2.283 -4.584
H 2.213 -2.977 -5.752
H 2.152 3.389 -1.653
```

***

No. 2
The following is a DFT calculation (ωB97M-V/def2-TZVPD) of a molecular structure, C60H64N10O4SeSn.

- Relative energy (zero: lowest compared OMol25 entry of this formula, charge and spin): 0.0 kJ/mol
- Largest force on an atom: 0.8 eV/Å
- HOMO-LUMO gap: 7.3 eV
- LUMO energy: 0.28 eV
- E_HOMO: -7.03 eV

The geometry in XYZ format:
```
140
C60H64N10O4SeSn ωB97M-V/def2-TZVPD
H -5.843 -2.772 0.395
H -0.911 -2.415 1.336
C 5.305 0.636 -2.199
C 5.516 5.345 1.646
C -3.049 -2.438 -1.781
C -2.953 0.250 5.840
C 3.132 0.225 3.888
Sn 0.900 0.278 0.375
N -2.847 0.544 3.329
C -3.595 1.207 2.415
N -0.231 -0.288 -2.698
H 1.553 -1.685 -1.546
H 7.943 -3.934 0.522
H -2.016 -0.079 -7.384
H 3.212 0.586 1.443
H 0.904 -3.718 -1.436
C -1.976 0.580 -4.722
H -2.915 -3.844 1.277
C -1.927 -1.622 -1.640
H -5.666 3.589 3.014
H 6.361 5.855 2.092
C 4.190 4.809 -0.293
H 6.280 -5.289 -0.718
N -1.184 -1.634 -0.540
H -6.185 2.440 5.433
H 5.005 2.767 -2.217
H -3.628 2.709 -4.510
H 2.946 -2.698 -2.029
H -3.667 -5.812 0.182
N 4.116 0.783 3.186
H -4.093 -0.733 -5.911
H -5.482 1.604 7.659
H -5.432 2.740 1.467
H -0.453 2.809 -0.858
C 4.656 -3.957 -0.299
H -5.153 -4.109 1.322
C -0.637 0.962 -4.699
H 4.900 -1.045 1.366
H -2.278 3.167 -5.554
H 7.237 -1.800 1.563
H -0.223 1.614 -5.457
H -3.901 2.987 -6.239
C 1.900 -3.509 0.458
H -1.376 1.566 -7.269
C -4.254 0.342 -5.808
H -0.095 7.408 0.871
Se -3.278 1.260 0.625
H -0.425 -5.657 -0.764
C 5.271 5.463 0.286
H -6.322 -4.637 -2.119
H 2.837 3.419 2.447
H -5.086 -6.287 -0.763
H 2.679 -3.573 2.450
C -3.455 -3.256 -0.734
C 4.563 1.797 -2.038
C 5.976 -4.371 -0.229
H -3.597 -2.429 -2.710
C 3.331 4.029 0.474
C 2.087 3.316 -0.074
C 2.784 -2.297 0.122
H 4.815 4.517 3.496
N 2.668 0.496 -1.457
H -3.458 0.244 7.917
C -2.672 -3.235 0.416
H 1.332 2.554 -1.917
H -0.211 -6.595 1.517
C 1.997 -4.036 1.746
C 0.178 0.516 -3.675
C 0.256 -5.207 -0.051
C -5.296 1.834 5.542
C -0.352 3.831 -0.510
H -4.863 -4.180 -2.990
H -2.279 6.551 0.080
C -3.199 2.584 -5.506
O 0.653 -0.665 4.917
C 3.228 1.692 -1.673
C 2.309 2.864 -1.548
H -2.051 -0.339 5.943
C -4.892 1.363 6.785
C 4.246 -2.758 0.288
C 2.612 -1.894 -1.374
H 1.337 -5.527 3.133
H -4.852 0.676 -6.656
H 6.351 0.692 -2.471
C -4.681 -4.155 -0.814
C -4.222 -5.619 -0.737
C 0.367 -5.726 1.226
H 1.222 0.808 -3.634
C -2.398 -0.254 -3.695
C 4.646 4.597 2.428
C 0.889 4.300 -0.080
H -2.430 4.232 -0.795
N 1.935 0.319 3.297
C -1.480 4.631 -0.462
C 6.514 -2.417 1.043
C 5.192 -1.994 0.950
H -3.434 -0.552 -3.627
H -6.542 -4.396 0.271
N 4.015 1.097 1.821
C -5.609 -3.838 0.369
H 5.056 0.719 3.540
H 1.901 5.999 0.766
O -0.107 -0.157 2.972
H -3.577 -5.862 -1.584
C -1.396 5.926 0.034
C -3.741 0.589 6.931
N 3.434 -0.331 5.070
N -4.624 1.785 3.100
H 2.656 3.697 -2.157
C 3.560 3.960 1.847
C -5.468 -3.957 -2.109
C 1.241 -5.129 2.130
C -3.365 0.710 4.602
C -1.502 -0.687 -2.720
O 1.773 2.241 0.732
H 5.246 -1.517 -2.172
H -2.979 1.296 -7.948
C -2.279 0.961 -7.181
H -5.850 -2.937 -2.189
C 1.016 -4.104 -0.432
H -4.834 0.527 -4.902
H -1.941 0.143 3.112
N 0.819 -0.202 3.778
C -0.173 6.404 0.472
C -2.924 1.100 -5.796
C 3.363 -0.630 -1.641
H 3.803 2.088 1.721
C -4.511 1.492 4.454
H 4.011 4.949 -1.352
H 4.387 -0.533 5.313
C -1.551 -2.429 0.457
C 4.699 -0.596 -2.023
H 3.932 -4.572 -0.822
C -5.655 2.615 2.524
H -6.632 2.144 2.636
H 5.923 6.070 -0.331
C 0.960 5.599 0.414
O 2.448 -1.230 0.957
H 2.670 -0.748 5.582
C 6.914 -3.605 0.452
```